[1]
The following is a DFT calculation (ωB97M-V with the def2-TZVPD basis set) of a molecular structure, C22H42LaNP3S2 in a non-equilibrium geometry.

Geometry (Å):
La: -1.503 0.187 0.549
P: 0.565 -0.615 2.229
P: 0.596 1.961 -0.488
P: 3.138 -3.036 -1.609
H: -4.467 -2.330 -0.213
C: -3.493 -2.430 -0.687
C: -2.330 -2.909 0.183
H: -2.396 -2.686 1.256
C: -0.697 0.012 3.445
C: 2.096 0.150 2.824
C: 0.733 -2.346 2.749
C: -0.001 2.775 -2.010
C: 0.675 3.420 0.616
C: 2.364 1.793 -0.866
C: 4.220 -4.342 -2.199
C: 3.776 -2.395 -0.053
C: 3.129 -1.713 -2.828
H: -3.623 -2.982 -1.624
H: -2.089 -3.976 0.100
H: -1.752 0.007 3.094
H: -0.433 1.033 3.760
H: -0.635 -0.663 4.308
H: 2.145 1.204 2.516
H: 2.946 -0.400 2.400
H: 2.107 0.076 3.919
H: 0.066 -2.984 2.154
H: 0.469 -2.414 3.812
H: 1.776 -2.655 2.594
H: 0.831 3.353 -2.432
H: -0.840 3.445 -1.781
H: -0.335 2.023 -2.733
H: 1.558 4.008 0.339
H: 0.761 3.105 1.660
H: -0.221 4.035 0.510
H: 2.752 2.786 -1.129
H: 2.526 1.108 -1.703
H: 2.903 1.416 0.008
H: 5.003 -3.881 -2.816
H: 3.647 -5.061 -2.797
H: 4.668 -4.860 -1.342
H: 4.861 -2.250 -0.161
H: 3.588 -3.124 0.751
H: 3.297 -1.442 0.216
H: 4.083 -1.174 -2.726
H: 2.276 -1.032 -2.659
H: 3.048 -2.147 -3.838
C: -0.816 -2.620 -1.892
C: -0.874 -1.949 -3.098
C: -1.710 -0.799 -3.261
C: -2.545 -0.350 -2.261
C: -2.719 -1.141 -1.019
C: -1.397 -2.007 -0.614
S: 0.152 -4.022 -1.650
H: 1.435 -3.559 -1.610
H: -0.253 -2.323 -3.946
H: -1.670 -0.319 -4.239
H: -3.230 0.500 -2.361
H: -3.343 -0.463 -0.268
H: -0.470 -1.739 0.010
S: -4.000 1.221 1.459
C: -3.245 2.779 1.531
N: -3.413 3.644 0.454
C: -3.028 4.952 0.492
C: -2.420 5.443 1.623
C: -2.201 4.599 2.715
C: -2.598 3.270 2.671
H: -3.921 3.312 -0.373
H: -3.222 5.496 -0.425
H: -2.113 6.481 1.656
H: -1.704 4.974 3.604
H: -2.481 2.570 3.503

Output
F_max = 3.9 eV/Å
relative energy (zero: lowest compared OMol25 entry of this formula, charge and spin) = 101.6 kJ/mol
total charge = +3



[2]
The following is a DFT calculation (ωB97M-V with the def2-TZVPD basis set) of 4 unconnected molecules or ions with the total composition C22H42N4O6 in a non-equilibrium geometry.

Geometry (Å):
C: 1.357 -0.232 -6.165
C: 1.684 -1.535 -5.725
C: 1.791 -3.000 -4.967
C: 1.752 -4.352 -5.951
O: 1.020 -4.488 -7.090
N: 2.644 -5.451 -5.337
C: 2.857 -4.967 -3.888
C: 3.857 -5.838 -2.915
C: 3.085 -6.741 -1.776
C: 1.925 -5.944 -0.935
O: 2.560 -7.946 -2.492
C: 3.168 -3.374 -4.160
C: 3.700 -2.421 -2.937
C: 2.539 -1.896 -1.905
C: 3.349 -1.184 -0.631
C: 2.478 -1.143 0.757
O: 2.319 -2.497 1.375
H: 1.173 0.711 -6.873
H: 0.752 -3.140 -4.396
H: 2.271 -6.423 -5.440
H: 1.721 -4.918 -3.527
H: 4.511 -6.606 -3.550
H: 4.630 -5.154 -2.315
H: 3.920 -7.046 -0.980
H: 1.646 -4.886 -1.349
H: 0.921 -6.588 -0.989
H: 2.228 -5.782 0.206
H: 1.704 -7.716 -2.977
H: 3.997 -3.351 -4.995
H: 4.556 -2.926 -2.288
H: 4.189 -1.445 -3.420
H: 1.800 -2.718 -1.524
H: 1.875 -1.079 -2.450
H: 3.733 -0.146 -1.010
H: 4.314 -1.841 -0.407
H: 3.137 -0.533 1.543
H: 1.465 -0.555 0.671
H: 1.877 -3.112 0.719
C: -1.181 -1.753 -0.583
O: -0.117 -1.515 -1.140
N: -1.989 -0.820 0.030
C: -3.236 -1.185 0.669
C: -1.581 0.570 0.036
H: -1.586 -2.777 -0.528
H: -4.054 -0.645 0.183
H: -3.187 -0.906 1.725
H: -3.419 -2.260 0.590
H: -1.475 0.914 -0.997
H: -0.612 0.655 0.537
H: -2.319 1.187 0.555
C: -1.698 3.303 1.982
O: -2.086 2.375 2.679
N: -2.323 4.526 1.857
C: -1.797 5.574 1.008
C: -3.543 4.772 2.598
H: -0.780 3.224 1.376
H: -1.586 6.454 1.623
H: -2.545 5.824 0.251
H: -0.877 5.254 0.512
H: -3.339 4.659 3.667
H: -4.294 4.033 2.302
H: -3.919 5.779 2.399
C: -2.485 7.335 5.584
O: -2.464 6.878 4.448
N: -3.620 7.566 6.331
C: -3.559 8.111 7.671
C: -4.915 7.257 5.760
H: -1.557 7.605 6.114
H: -4.014 7.396 8.364
H: -4.116 9.052 7.696
H: -2.526 8.297 7.974
H: -4.948 6.192 5.509
H: -5.049 7.839 4.844
H: -5.715 7.493 6.467

Output
SMILES = C#C[C@H]1C(=O)N[C@@H](C[C@@H](C)O)[C@@H]1CCCCO.CN(C)C=O.CN(C)C=O.CN(C)C=O
F_max = 9.5 eV/Å
relative energy (zero: lowest compared OMol25 entry of this formula, charge and spin) = 801.4 kJ/mol



relative energy (zero: lowest compared OMol25 entry of this formula, charge and spin) of number 2 (C22H42N4O6)? 801.4 kJ/mol